ORCA calculation (wB97M-V/def2-TZVPD) on a single C9H12O molecule in a non-equilibrium geometry.

CARTESIAN COORDINATES (ANGSTROEM)
O -0.85 -1.02 -0.68
C -0.22 -0.51 1.56
C -1.06 1.67 2.00
C 2.27 -1.63 -0.88
C -1.26 -0.04 -1.32
C -1.16 0.91 -2.16
C -1.51 0.20 1.90
C 1.45 -1.65 0.09
C 0.04 -1.01 0.37
C 2.29 -0.77 -2.11
H -0.10 1.68 2.55
H 0.46 -0.58 2.34
H 1.52 -0.91 -2.88
H -0.89 1.79 0.96
H -1.75 -0.24 2.85
H -2.18 1.41 -2.37
H 1.75 -2.08 1.08
H -0.28 1.29 -2.60
H -1.92 2.26 2.41
H -2.36 0.09 1.26
H 2.53 0.27 -1.72
H 3.23 -1.15 -2.66

Energy in hartree: -425.065537
HOMO level (spin up / spin down) in eV: -8.81 / -6.92
ΔE to the lowest compared entry with this formula, charge and spin in eV: 8.306